# 1
DFT (ωB97M-V/def2-TZVPD) results for a 2-piece molecular cluster, H3N2O2P overall in a non-equilibrium geometry.

Strongest force on any atom   5.172 eV/Å
E_HOMO (alpha / beta)   -0.334 / -0.334 hartree
Kohn-Sham gap (alpha / beta)   8.0 / 8.0 eV
Molecular weight   94.0 g/mol

Last column: natural (NBO) charge in e.
Geometry (Å):
N 0.88 -0.11 1.04  -1.249
N -1.15 0.22 -0.52  0.255
O -1.63 -0.61 0.22  -0.402
O -1.66 0.66 -1.50  -0.346
P 0.34 0.96 -0.13  0.995
H 1.87 -0.36 1.21  0.432
H 0.10 -0.71 1.45  0.441
H 1.25 -0.05 -1.78  -0.126

***

# 2
DFT (ωB97M-V/def2-TZVPD) results for an isolated ion of composition H3N2O2S2 and charge -1 in a non-equilibrium geometry.

Strongest force on any atom   3.078 eV/Å
E_HOMO   -0.165 hartree
Net charge   -1
Kohn-Sham gap   8.2 eV
Molecular weight   127.2 g/mol

Last column: natural (NBO) charge in e.
Geometry (Å):
N 0.27 0.11 -0.50  -0.698
N -0.76 -0.64 0.13  -0.640
S -1.36 0.61 1.39  1.944
O -1.94 1.68 0.64  -0.993
O -0.04 0.95 1.98  -1.020
S -2.59 -0.30 2.58  -0.629
H -0.40 0.76 -0.90  0.342
H 0.69 0.79 0.29  0.356
H -0.27 -1.30 0.74  0.338

***

# 3
DFT (ωB97M-V/def2-TZVPD) results for one molecule with the formula H3N2OP in a non-equilibrium geometry.

Strongest force on any atom   4.774 eV/Å
E_HOMO (alpha / beta)   -0.291 / -0.276 hartree
Kohn-Sham gap (alpha / beta)   8.0 / 8.2 eV
Molecular weight   78.0 g/mol

Last column: natural (NBO) charge in e.
Geometry (Å):
N 1.38 -0.18 0.75  -0.613
N 0.40 -0.27 -0.21  -0.529
P -1.36 0.21 0.40  0.916
O -2.13 0.40 -0.99  -1.029
H 1.26 -0.39 1.67  0.356
H 2.24 -0.41 0.29  0.370
H -1.80 0.65 -1.89  0.530